(1)
# CH5OS2

A gas-phase ion, CH5OS2 (charge -1) at a distorted geometry (ωB97M-V with the def2-TZVPD basis set, the OMol25 dataset).

CARTESIAN COORDINATES (ANGSTROEM)
O1 -1.24 -0.86 -1.71
H1 -1.72 -0.08 -2.03
C1 -0.50 -0.04 0.70
S1 0.39 -0.14 -0.87
S2 2.19 0.97 0.02
H2 -1.37 -0.70 0.61
H3 -0.82 0.96 0.86
H4 0.07 -0.37 1.56
H5 3.00 0.26 0.85

Its largest force on an atom is 0.0220 hartree/bohr. As for the relative energy (zero: lowest compared OMol25 entry of this formula, charge and spin): 0.991 eV. The net charge is -1. Its HOMO energy is -3.42 eV.



(2)
# C27H77F3N6O14S

10 unconnected molecules or ions with the total composition C27H77F3N6O14S at a distorted geometry (ωB97M-V with the def2-TZVPD basis set, the OMol25 dataset).

CARTESIAN COORDINATES (ANGSTROEM)
N1 -4.25 0.74 0.15
H1 -4.66 1.48 -0.43
H2 -3.22 0.84 0.28
H3 -4.41 -0.15 -0.32
H4 -4.70 0.77 1.06
C1 0.89 0.33 -0.07
F1 1.39 1.28 -0.86
F2 0.32 -0.58 -0.88
F3 1.85 -0.29 0.59
S1 -0.43 0.98 1.11
O1 0.08 2.23 1.61
O2 -1.62 1.08 0.24
O3 -0.57 -0.02 2.16
C2 -2.33 4.18 3.09
C3 -2.96 5.20 4.01
O4 -3.34 6.38 3.29
O5 -0.96 4.35 2.94
H5 -2.86 4.25 2.12
H6 -2.57 3.15 3.40
H7 -2.19 5.51 4.72
H8 -3.83 4.79 4.54
H9 -3.74 6.96 3.94
H10 -0.53 3.57 2.54
C4 -0.28 5.58 -1.06
C5 -1.42 4.57 -0.95
O6 -2.02 4.43 -2.23
O7 -0.75 6.92 -1.05
H11 0.40 5.38 -1.88
H12 0.33 5.38 -0.17
H13 -2.18 4.93 -0.25
H14 -1.06 3.62 -0.53
H15 -2.74 3.81 -2.15
H16 -0.90 7.18 -0.14
C6 -1.01 0.52 5.69
C7 -2.06 0.38 6.79
O8 -2.49 1.61 7.36
O9 0.21 0.95 6.27
H17 -1.35 1.25 4.95
H18 -0.94 -0.45 5.22
H19 -1.72 -0.31 7.56
H20 -2.94 -0.18 6.45
H21 -3.26 1.91 6.87
H22 -0.04 1.73 6.80
C8 -5.16 -2.53 3.10
C9 -3.69 -2.39 2.81
C10 -3.22 -3.47 1.82
O10 -1.89 -3.30 1.40
C11 -1.73 -2.61 0.18
N2 -3.40 -1.06 2.23
H23 -5.79 -2.37 2.22
H24 -5.52 -1.79 3.82
H25 -5.31 -3.53 3.52
H26 -3.06 -2.44 3.71
H27 -3.90 -3.65 0.98
H28 -3.22 -4.43 2.34
H29 -2.04 -1.56 0.13
H30 -2.33 -3.10 -0.60
H31 -0.69 -2.67 -0.13
H32 -3.70 -0.41 2.96
H33 -2.40 -0.91 2.15
C12 2.41 -2.58 -1.92
C13 2.96 -3.71 -2.78
C14 4.40 -3.48 -3.20
O11 4.52 -2.16 -3.76
C15 5.82 -1.66 -3.69
N3 2.97 -4.98 -2.02
H34 3.04 -2.40 -1.04
H35 1.43 -2.90 -1.56
H36 2.27 -1.69 -2.52
H37 2.40 -3.85 -3.71
H38 4.84 -4.21 -3.88
H39 5.05 -3.48 -2.32
H40 5.88 -0.72 -4.24
H41 6.49 -2.36 -4.21
H42 6.19 -1.50 -2.67
H43 2.97 -4.75 -1.03
H44 2.08 -5.45 -2.08
C16 -2.57 -3.89 -4.50
C17 -1.37 -2.94 -4.75
C18 -1.13 -2.16 -3.48
O12 -2.28 -1.39 -3.16
C19 -2.01 -0.02 -3.04
N4 -0.19 -3.69 -5.17
H45 -2.56 -4.76 -5.15
H46 -3.50 -3.36 -4.70
H47 -2.61 -4.22 -3.46
H48 -1.72 -2.27 -5.54
H49 -0.21 -1.55 -3.55
H50 -0.92 -2.85 -2.66
H51 -1.29 0.25 -2.26
H52 -2.90 0.48 -2.63
H53 -1.72 0.39 -4.01
H54 0.60 -3.05 -5.16
H55 -0.23 -3.98 -6.14
C20 0.92 2.99 -3.63
C21 1.76 2.58 -4.85
C22 2.21 1.10 -4.64
O13 2.98 0.65 -5.75
C23 4.27 1.19 -5.78
N5 1.00 2.69 -6.09
H56 0.59 4.00 -3.89
H57 1.46 2.91 -2.69
H58 0.00 2.42 -3.49
H59 2.61 3.25 -4.92
H60 1.27 0.53 -4.69
H61 2.77 0.87 -3.72
H62 4.93 0.66 -6.46
H63 4.75 1.17 -4.79
H64 4.22 2.24 -6.11
H65 1.64 2.53 -6.87
H66 0.39 1.88 -6.14
C24 4.02 0.04 5.04
C25 3.03 -0.11 3.90
C26 2.19 -1.39 3.85
O14 2.92 -2.58 3.61
C27 3.40 -3.20 4.77
N6 2.18 1.09 3.92
H67 3.51 0.13 6.01
H68 4.60 0.96 4.97
H69 4.73 -0.79 5.07
H70 3.67 -0.09 3.01
H71 1.45 -1.27 3.06
H72 1.53 -1.48 4.73
H73 3.64 -2.50 5.57
H74 4.32 -3.73 4.53
H75 2.76 -4.01 5.14
H76 1.54 1.08 3.12
H77 1.58 1.07 4.75

Its largest force on an atom is 0.0345 hartree/bohr. As for the relative energy (zero: lowest compared OMol25 entry of this formula, charge and spin): 1.443 eV. The net charge is 0. Its HOMO energy is -8.30 eV.



(3)
# C2H6S3

2 unconnected molecules or ions with the total composition C2H6S3 at a distorted geometry (ωB97M-V with the def2-TZVPD basis set, the OMol25 dataset).

CARTESIAN COORDINATES (ANGSTROEM)
C1 -0.41 -0.29 -1.88
C2 0.38 0.12 1.64
S1 -1.09 0.84 2.27
S2 1.62 1.41 1.61
S3 0.47 -1.31 0.97
H1 -1.30 0.35 -1.53
H2 0.51 -0.02 -1.30
H3 -0.20 -0.27 -2.94
H4 -1.61 -0.48 2.35
H5 2.28 0.90 0.49
H6 -0.64 -1.26 -1.68

Its largest force on an atom is 0.0681 hartree/bohr. As for the relative energy (zero: lowest compared OMol25 entry of this formula, charge and spin): 0.625 eV. The net charge is 0. Its HOMO energy is -9.00 eV. Its SMILES is S=C(S)S.C.



(4)
# C17H37BF3N5O4PS

2 unconnected molecules or ions with the total composition C17H37BF3N5O4PS at a distorted geometry (ωB97M-V with the def2-TZVPD basis set, the OMol25 dataset).

CARTESIAN COORDINATES (ANGSTROEM)
C1 -1.86 -2.40 1.47
C2 -1.69 -2.27 0.27
N1 -1.51 -2.12 -1.05
C3 -0.62 -3.11 -1.72
B1 -0.08 -2.73 -3.18
O1 0.99 -1.87 -3.39
O2 -0.69 -3.23 -4.27
C4 -1.50 -0.77 -1.44
N2 -2.56 -0.24 -2.08
C5 -3.27 -1.19 -2.96
C6 -4.29 -2.15 -2.32
C7 -5.72 -1.66 -2.28
O3 -6.13 -1.21 -3.55
C8 -7.33 -0.49 -3.45
C9 -3.44 0.55 -1.22
C10 -4.26 1.55 -2.04
O4 -3.55 1.85 -3.21
C11 -4.37 2.84 -1.24
F1 -3.22 3.43 -1.10
F2 -4.89 2.61 -0.06
F3 -5.14 3.69 -1.89
N3 -0.51 0.03 -1.14
N4 -0.54 1.36 -1.56
P1 0.91 -0.41 -0.16
S1 1.27 0.93 1.18
H1 -2.14 -2.64 2.45
H2 -1.18 -4.03 -1.82
H3 0.23 -3.37 -1.09
H4 1.68 -2.12 -2.78
H5 -0.51 -2.61 -4.99
H6 -3.83 -0.57 -3.64
H7 -2.59 -1.77 -3.57
H8 -4.02 -2.49 -1.32
H9 -4.28 -3.04 -2.94
H10 -5.89 -0.89 -1.53
H11 -6.34 -2.50 -1.98
H12 -7.25 0.36 -2.78
H13 -8.13 -1.11 -3.06
H14 -7.61 -0.11 -4.42
H15 -4.05 -0.04 -0.55
H16 -2.80 1.16 -0.59
H17 -5.24 1.18 -2.31
H18 -4.13 2.31 -3.82
H19 0.39 1.63 -1.87
H20 -0.80 1.94 -0.77
H21 0.76 -1.71 0.35
H22 1.99 -0.46 -1.05
C12 4.25 -0.30 2.94
C13 5.51 -0.03 3.74
N5 6.27 1.10 3.24
C14 7.61 1.19 3.81
C15 7.74 1.44 5.31
C16 5.54 2.35 3.14
C17 4.88 2.91 4.41
H23 4.47 -0.41 1.88
H24 3.78 -1.22 3.29
H25 3.52 0.50 3.05
H26 6.15 -0.92 3.66
H27 5.25 0.07 4.80
H28 8.16 1.96 3.27
H29 8.12 0.25 3.57
H30 7.51 2.47 5.57
H31 8.77 1.26 5.62
H32 7.10 0.78 5.90
H33 4.75 2.22 2.39
H34 6.20 3.10 2.72
H35 4.36 2.14 4.98
H36 4.15 3.67 4.15
H37 5.61 3.38 5.07

Its largest force on an atom is 0.0544 hartree/bohr. The net charge is +1. Its HOMO energy is -9.60 eV.



(5)
# C26H24BrN5PdS3Te

A molecular structure, C26H24BrN5PdS3Te at a distorted geometry (ωB97M-V with the def2-TZVPD basis set, the OMol25 dataset).

CARTESIAN COORDINATES (ANGSTROEM)
Pd1 0.45 0.02 -0.85
N1 -1.09 -1.74 2.71
C1 0.01 -1.21 3.32
C2 0.48 -1.40 4.65
C3 1.65 -0.81 4.92
C4 2.26 0.12 4.04
C5 1.78 0.29 2.78
C6 0.68 -0.43 2.39
N2 0.03 -0.51 1.19
C7 -1.03 -1.27 1.41
C8 -1.99 -1.58 0.38
C9 -3.19 -2.22 0.49
S1 -3.92 -2.41 -1.03
C10 -2.63 -1.54 -1.74
N3 -1.66 -1.15 -0.94
H1 -1.90 -2.23 3.13
H2 -0.11 -1.99 5.37
H3 2.01 -0.86 5.97
H4 3.15 0.66 4.39
H5 2.37 1.00 2.19
H6 -3.68 -2.55 1.41
H7 -2.62 -1.12 -2.76
C11 -2.79 2.46 -1.23
Te1 -0.73 2.47 -0.72
C12 -1.48 2.49 1.26
C13 -2.87 1.81 1.13
C14 -3.49 1.19 2.18
C15 -4.67 0.49 1.99
C16 -5.34 0.48 0.76
C17 -4.78 1.15 -0.27
C18 -3.54 1.81 -0.10
H8 -2.77 1.88 -2.16
H9 -3.21 3.47 -1.52
H10 -1.42 3.49 1.61
H11 -0.78 1.85 1.92
H12 -2.98 1.21 3.10
H13 -5.15 -0.02 2.85
H14 -6.32 0.06 0.72
H15 -5.10 1.10 -1.33
S2 2.46 1.46 -0.68
C19 3.84 0.60 -0.50
N4 5.06 1.13 -0.50
C20 6.21 0.26 -0.13
C21 5.65 -1.16 0.07
S3 3.84 -1.12 -0.33
H16 5.23 2.13 -0.46
H17 6.74 0.66 0.73
H18 6.87 0.19 -0.99
H19 5.74 -1.34 1.16
H20 6.08 -1.99 -0.49
Br1 -0.15 -3.31 -5.70
C22 0.35 -1.60 -4.97
C23 0.85 -0.57 -5.81
C24 1.27 0.60 -5.26
C25 1.16 0.78 -3.88
N5 0.80 -0.17 -3.06
C26 0.32 -1.33 -3.59
H21 0.84 -0.65 -6.92
H22 1.67 1.40 -5.86
H23 1.53 1.66 -3.45
H24 0.03 -2.11 -2.99

The expectation value of S² is 2.0102. As for the spin multiplicity: 3. Its largest force on an atom is 0.0592 hartree/bohr. As for the relative energy (zero: lowest compared OMol25 entry of this formula, charge and spin): 0.000 eV. The net charge is +2. Its HOMO energy (spin up / spin down) is -13.55 / -13.61 eV.



(6)
# C17H14BaClNO2S2

A molecular structure, C17H14BaClNO2S2 at a distorted geometry (ωB97M-V with the def2-TZVPD basis set, the OMol25 dataset).

CARTESIAN COORDINATES (ANGSTROEM)
C1 1.21 -1.47 -0.51
C2 1.27 -1.60 -1.94
C3 -0.06 -1.82 -2.42
H1 2.15 -1.53 -2.58
C4 -0.93 -1.83 -1.29
C5 -0.15 -1.61 -0.13
H2 -0.52 -1.68 0.90
H3 2.05 -1.39 0.17
H4 -0.36 -1.94 -3.47
H5 -2.02 -1.96 -1.33
Ba1 0.51 1.29 -1.80
Cl1 3.17 1.66 -2.43
C6 0.40 2.65 -4.57
C7 -0.83 2.03 -4.95
C8 -0.52 0.86 -5.69
H6 -1.82 2.44 -4.81
C9 0.90 0.75 -5.77
C10 1.46 1.85 -5.08
H7 2.51 2.07 -5.00
H8 0.51 3.60 -4.07
H9 -1.22 0.21 -6.19
H10 1.45 0.01 -6.33
O1 1.12 2.48 4.53
S1 1.23 1.20 3.85
O2 2.47 0.45 3.87
N1 0.49 1.21 2.36
C11 -0.74 0.67 2.36
S2 -1.71 0.72 0.99
C12 -1.08 0.00 3.63
C13 -2.11 -0.89 3.96
C14 -2.05 -1.56 5.19
C15 -1.00 -1.32 6.09
C16 0.04 -0.43 5.76
C17 -0.02 0.16 4.51
H11 -2.88 -1.07 3.21
H12 -2.81 -2.29 5.46
H13 -0.95 -1.79 7.08
H14 0.85 -0.14 6.43

Its largest force on an atom is 0.0560 hartree/bohr. As for the relative energy (zero: lowest compared OMol25 entry of this formula, charge and spin): 0.118 eV. The net charge is -2. Its HOMO energy is -1.38 eV.



(7)
# C24H27N5O4S

A molecular structure, C24H27N5O4S at a distorted geometry (ωB97M-V with the def2-TZVPD basis set, the OMol25 dataset).

CARTESIAN COORDINATES (ANGSTROEM)
N1 5.59 1.51 1.23
C1 4.71 1.44 0.20
O1 5.00 1.74 -0.95
C2 3.37 0.96 0.59
N2 3.10 0.62 1.83
S1 1.59 0.06 1.98
C3 1.19 0.24 0.30
C4 2.30 0.80 -0.34
N3 2.37 1.17 -1.62
H1 1.56 1.01 -2.21
H2 3.27 1.47 -1.97
C5 -0.04 -0.07 -0.41
O2 -0.22 0.45 -1.51
N4 -1.01 -0.86 0.15
C6 -0.72 -1.93 1.08
H3 -1.66 -2.23 1.55
H4 -0.07 -1.55 1.87
C7 -0.07 -3.15 0.41
C8 1.26 -2.80 -0.18
C9 1.37 -2.42 -1.51
C10 2.58 -2.01 -2.03
C11 3.70 -1.96 -1.22
C12 3.61 -2.35 0.10
C13 2.40 -2.77 0.62
H5 2.33 -3.07 1.66
H6 4.48 -2.33 0.74
H7 4.65 -1.63 -1.62
H8 2.65 -1.72 -3.07
H9 0.50 -2.45 -2.15
H10 -0.75 -3.53 -0.36
H11 0.04 -3.92 1.17
C14 -2.20 -1.04 -0.69
C15 -3.35 -1.59 0.06
C16 -4.13 -2.69 -0.18
C17 -5.14 -2.68 0.82
C18 -4.89 -1.59 1.59
O3 -3.82 -0.92 1.14
H12 -5.39 -1.20 2.46
H13 -5.93 -3.40 0.94
H14 -4.02 -3.40 -0.97
H15 -1.98 -1.69 -1.55
C19 -2.68 0.32 -1.28
O4 -3.13 0.39 -2.40
N5 -2.70 1.31 -0.37
H16 -2.25 1.15 0.51
C20 -2.95 2.69 -0.73
H17 -3.54 2.65 -1.65
C21 -1.63 3.44 -0.93
H18 -0.87 2.79 -1.37
H19 -1.78 4.29 -1.59
C22 -1.28 3.92 0.47
H20 -0.54 4.72 0.47
H21 -0.89 3.10 1.07
C23 -2.63 4.38 1.02
H22 -2.83 5.40 0.68
H23 -2.66 4.39 2.11
C24 -3.66 3.42 0.42
H24 -4.00 2.69 1.16
H25 -4.54 3.95 0.06
H26 5.28 1.26 2.15
H27 6.53 1.83 1.06

Its largest force on an atom is 0.0201 hartree/bohr. As for the relative energy (zero: lowest compared OMol25 entry of this formula, charge and spin): 1.657 eV. The net charge is 0. Its HOMO energy is -8.26 eV.



(8)
# C13H5BrCl36N2OP

A molecular structure, C13H5BrCl36N2OP at a distorted geometry (ωB97M-V with the def2-TZVPD basis set, the OMol25 dataset).

CARTESIAN COORDINATES (ANGSTROEM)
O1 4.87 -0.19 3.12
P1 4.30 1.00 2.02
Br1 5.21 2.94 2.76
C1 2.44 1.09 2.34
C2 1.48 -0.14 2.13
C3 0.04 0.23 2.50
N1 -0.49 1.46 2.94
N2 0.29 2.51 3.10
C4 1.64 2.32 2.84
H1 4.18 -0.24 3.82
H2 1.83 -1.15 1.76
H3 -0.74 -0.63 2.40
H4 -1.51 1.57 3.12
H5 2.29 3.26 3.03
C5 1.49 3.60 -1.05
Cl1 1.58 3.23 0.69
Cl2 0.07 2.78 -1.74
Cl3 1.33 5.35 -1.28
Cl4 2.96 3.02 -1.86
C6 -2.69 -2.74 0.52
Cl5 -3.86 -3.02 1.82
Cl6 -3.42 -1.70 -0.72
Cl7 -1.24 -1.95 1.18
Cl8 -2.23 -4.30 -0.21
C7 -3.75 -1.42 -4.67
Cl9 -4.40 -0.24 -3.50
Cl10 -4.01 -3.06 -4.05
Cl11 -4.60 -1.23 -6.22
Cl12 -2.02 -1.13 -4.90
C8 -4.19 3.59 1.53
Cl13 -5.70 2.85 0.95
Cl14 -3.71 2.84 3.08
Cl15 -2.91 3.33 0.32
Cl16 -4.44 5.33 1.76
C9 -7.97 2.03 4.34
Cl17 -8.60 3.19 5.52
Cl18 -8.18 0.38 4.95
Cl19 -8.85 2.21 2.80
Cl20 -6.24 2.35 4.06
C10 5.63 -0.21 -3.24
Cl21 5.74 -0.57 -1.50
Cl22 4.21 -1.03 -3.92
Cl23 5.47 1.54 -3.47
Cl24 7.10 -0.79 -4.05
C11 0.84 0.36 -7.52
Cl25 0.33 -1.05 -8.47
Cl26 -0.59 1.23 -6.93
Cl27 1.81 -0.19 -6.14
Cl28 1.81 1.44 -8.54
C12 2.03 -4.74 -2.72
Cl29 0.85 -5.01 -1.43
Cl30 1.32 -3.69 -3.96
Cl31 3.48 -3.96 -2.04
Cl32 2.49 -6.29 -3.45
C13 3.45 -3.27 5.24
Cl33 2.26 -3.58 6.53
Cl34 2.72 -2.23 4.00
Cl35 4.87 -2.47 5.92
Cl36 3.93 -4.81 4.50

Its largest force on an atom is 0.1142 hartree/bohr. The net charge is +1. Its HOMO energy is -12.59 eV.